The following is a quantum chemistry calculation of a gas-phase ion, C8H10N3S2 (charge +1) at a distorted geometry, from OMol25.

The geometry in ORCA input format:
```
! RIJCOSX wB97M-V def2-TZVPD def2/J DEFGRID3
* xyz 1 3
C -4.318 0.793 0.124
C -1.018 -0.494 0.780
C -0.276 0.647 0.448
C 0.219 0.417 -0.849
C -2.133 -0.704 -0.258
C 0.201 1.707 1.383
C 1.030 1.364 -1.660
C -0.922 -2.942 -0.269
N -4.629 -0.413 0.006
N -0.140 -0.760 -1.342
N -0.925 -1.450 -0.380
S -3.535 -1.612 0.107
S -3.878 2.229 -0.087
H -1.327 -1.011 1.642
H -0.545 1.995 1.994
H 0.536 2.643 0.713
H 0.966 1.397 2.080
H 1.060 1.122 -2.722
H 1.879 1.432 -1.078
H 0.391 2.358 -1.794
H 0.135 -3.220 -0.143
H -1.576 -3.174 0.444
H -1.150 -3.255 -1.308
*
```

Calculated values
orbital gap (spin up / spin down) = 8.27 / 6.70 eV
electronic energy = -1270.9643 a.u.
HOMO (spin up / spin down) = -11.955 / -12.880 eV
LUMO level (spin up / spin down) = -0.1353 / -0.2273 Eh

Here are the Löwdin charges for atoms 1 to 2, given in e:
1. C -0.839
2. C -0.091

---

The following is a quantum chemistry calculation of a molecular structure, C8H10N4O at a distorted geometry, from OMol25.

The geometry in ORCA input format:
```
! RIJCOSX wB97M-V def2-TZVPD def2/J DEFGRID3
* xyz 0 1
C 3.320 0.640 0.927
C 2.390 0.212 -0.402
C 1.084 0.056 -0.388
C 0.643 -1.368 -0.172
C -2.764 -0.732 0.140
C -1.156 0.686 0.270
C 0.125 1.023 0.006
C 0.526 2.359 -0.588
H 2.727 -0.008 2.153
H 4.762 -0.309 0.654
H 3.685 2.252 1.041
H 2.565 1.113 -1.048
H 2.661 -0.623 -0.908
H 1.153 -2.962 0.295
H -3.176 -1.682 -0.194
H 1.808 2.620 -0.558
H -0.068 3.347 0.110
H 0.327 2.448 -1.851
N -0.661 -1.774 -0.231
N -1.430 -0.686 0.032
N -3.341 0.349 0.179
N -2.312 1.272 0.357
O 1.596 -2.197 -0.102
*
```

Calculated values
orbital gap = 7.81 eV
electronic energy = -604.6417 a.u.
energy relative to the best compared isomer or geometry (same formula, charge and spin) = 285.8 kcal per mole
HOMO = -8.752 eV
LUMO level = -0.0345 Eh

Here are the Löwdin charges for atoms 1 to 2, given in e:
1. C -0.118
2. C -0.370

---

The following is a quantum chemistry calculation of 2 unconnected molecules or ions with the total composition C8H10N4O3 at a distorted geometry, from OMol25.

The geometry in ORCA input format:
```
! RIJCOSX wB97M-V def2-TZVPD def2/J DEFGRID3
* xyz 0 1
C 1.942 -0.377 -1.033
C 1.439 0.789 -1.521
C 1.588 -0.856 0.210
C 0.712 1.620 -0.683
C 0.804 -0.062 1.051
C 0.411 1.167 0.608
C -1.790 -1.449 -0.770
C -0.541 2.145 1.477
N -2.770 -0.925 -0.479
N -0.704 -2.129 -1.024
N -2.558 1.490 0.392
N -3.753 1.875 0.401
O -4.550 0.930 -0.095
O -4.190 2.927 0.677
O -1.694 2.555 0.763
H 2.409 -1.136 -1.661
H 1.826 1.108 -2.520
H 1.817 -1.914 0.604
H 0.122 2.417 -1.147
H 0.570 -0.307 2.085
H -0.915 1.532 2.303
H -0.016 2.940 1.928
H -3.882 0.175 -0.493
H 0.145 -1.607 -0.661
H -0.648 -2.405 -2.021
*
```

Calculated values
orbital gap = 9.35 eV
electronic energy = -755.3540 a.u.
energy relative to the best compared isomer or geometry (same formula, charge and spin) = 144.0 kcal per mole
HOMO = -8.970 eV
structure (SMILES) = [O-]/[N+](O)=N\OCc1ccccc1.N#CN
LUMO level = 0.0141 Eh

Here are the Löwdin charges for atoms 1 to 2, given in e:
1. C -0.141
2. C -0.087

---

The following is a quantum chemistry calculation of 2 unconnected molecules or ions with the total composition C8H10N5O2 at a distorted geometry, from OMol25.

The geometry in ORCA input format:
```
! RIJCOSX wB97M-V def2-TZVPD def2/J DEFGRID3
* xyz -1 1
C 0.597 0.291 -1.806
C 0.656 -0.562 1.000
C -0.388 -0.862 0.100
C -3.069 1.370 -0.543
C -2.389 2.523 -1.267
C 3.182 -0.811 1.443
C 2.192 -0.253 0.419
C -0.452 -0.339 -1.175
N 1.479 0.759 -2.355
N 0.458 -0.778 2.263
N -1.471 -1.539 0.644
N -3.445 0.565 0.176
N -1.541 -0.455 -1.972
O -2.458 3.635 -0.726
O -1.948 2.237 -2.405
H 4.130 -0.654 0.957
H 2.955 -1.737 1.870
H 3.373 -0.011 2.295
H 2.280 -0.685 -0.603
H 2.454 0.806 0.491
H 1.157 -0.463 2.940
H -2.411 -1.037 0.574
H -1.265 -1.636 1.620
H -2.315 -0.852 -1.523
H -1.761 0.487 -2.415
*
```

Calculated values
orbital gap = 7.74 eV
electronic energy = -735.1290 a.u.
energy relative to the best compared isomer or geometry (same formula, charge and spin) = 0.0 kcal per mole
HOMO = -4.596 eV
LUMO level = 0.1154 Eh

Here are the Löwdin charges for atoms 1 to 2, given in e:
1. C -0.224
2. C -0.266

---

The following is a quantum chemistry calculation of a gas-phase ion, C8H10NO2 (charge -1) at a distorted geometry, from OMol25.

The geometry in ORCA input format:
```
! RIJCOSX wB97M-V def2-TZVPD def2/J DEFGRID3
* xyz -1 1
C -1.009 -1.267 0.237
C 0.307 -0.975 0.440
C -2.109 -0.360 -0.109
C 0.921 0.331 0.374
C -1.968 0.974 -0.186
C -3.361 -1.186 -0.194
C 3.003 0.756 -0.742
C 2.365 0.552 0.616
N 0.245 1.424 0.144
O 0.736 2.604 0.165
O -2.623 1.978 -0.203
H -1.205 -2.359 0.314
H 1.031 -1.871 0.772
H -3.300 -1.990 -0.822
H -4.157 -0.540 -0.487
H -3.704 -1.525 0.720
H 2.541 1.536 -1.172
H 2.920 -0.188 -1.297
H 4.104 0.896 -0.801
H 2.511 1.487 1.031
H 2.753 -0.276 1.200
*
```

Calculated values
orbital gap (spin up / spin down) = 6.58 / 6.58 eV
electronic energy = -515.9685 a.u.
energy relative to the best compared isomer or geometry (same formula, charge and spin) = 66.1 kcal per mole
HOMO (spin up / spin down) = -2.807 / -2.808 eV
structure (SMILES) = CCC(/C=C\C(C)=C=O)=N\[O-]
LUMO level (spin up / spin down) = 0.1387 / 0.1387 Eh

Here are the Löwdin charges for atoms 1 to 2, given in e:
1. C -0.129
2. C -0.096

---

The following is a quantum chemistry calculation of a gas-phase ion, C8H10NO2 (charge +1) at a distorted geometry, from OMol25.

The geometry in ORCA input format:
```
! RIJCOSX wB97M-V def2-TZVPD def2/J DEFGRID3
* xyz 1 1
C 1.103 2.223 -1.490
C 1.022 2.621 -0.129
C -0.029 0.117 -1.487
C 0.096 -0.061 -0.189
C 0.210 1.309 -2.188
C -0.042 2.568 0.636
C -0.347 -2.586 0.157
C -0.331 -1.055 2.026
N -0.568 -1.152 0.559
O -0.079 1.448 -3.361
O -0.865 2.523 1.431
H 1.868 2.665 -2.020
H 1.950 3.067 0.138
H -0.455 -0.673 -2.157
H -1.324 -3.045 0.139
H 0.033 -2.732 -0.845
H 0.116 -3.187 0.889
H 0.605 -0.622 2.259
H -0.864 -0.333 2.574
H -0.452 -1.998 2.493
H -1.648 -1.098 0.565
*
```

Calculated values
orbital gap (spin up / spin down) = 6.44 / 6.46 eV
electronic energy = -515.5893 a.u.
energy relative to the best compared isomer or geometry (same formula, charge and spin) = 163.6 kcal per mole
HOMO (spin up / spin down) = -12.283 / -12.292 eV
LUMO level (spin up / spin down) = -0.2146 / -0.2144 Eh

Here are the Löwdin charges for atoms 1 to 2, given in e:
1. C 0.140
2. C -0.002

---

The following is a quantum chemistry calculation of a gas-phase ion, C8H10NO2 (charge +1) at a distorted geometry, from OMol25.

The geometry in ORCA input format:
```
! RIJCOSX wB97M-V def2-TZVPD def2/J DEFGRID3
* xyz 1 3
C -1.565 1.405 -0.634
C -0.362 1.698 0.042
C -1.764 0.065 -0.868
C 0.474 -0.555 -0.192
C 0.594 0.780 0.322
C -0.778 -0.910 -0.654
C -1.710 -2.899 -1.548
C 2.091 1.941 1.837
N 1.533 -1.380 -0.026
O 1.755 0.866 0.943
O -0.801 -2.226 -1.032
H -2.319 2.247 -0.851
H -0.240 2.732 0.579
H -2.730 -0.310 -1.408
H -1.513 -3.931 -1.548
H -2.808 -2.658 -1.584
H 3.147 1.889 1.793
H 1.756 1.828 2.792
H 1.544 2.837 1.359
H 2.321 -0.978 0.616
H 1.375 -2.438 0.062
*
```

Calculated values
orbital gap (spin up / spin down) = 7.38 / 6.42 eV
electronic energy = -515.6520 a.u.
energy relative to the best compared isomer or geometry (same formula, charge and spin) = 21.4 kcal per mole
HOMO (spin up / spin down) = -10.631 / -13.400 eV
LUMO level (spin up / spin down) = -0.1195 / -0.2566 Eh

Here are the Löwdin charges for atoms 1 to 2, given in e:
1. C 0.005
2. C -0.005

---

The following is a quantum chemistry calculation of C8H10O in the gas phase at a distorted geometry, from OMol25.

The geometry in ORCA input format:
```
! RIJCOSX wB97M-V def2-TZVPD def2/J DEFGRID3
* xyz 0 1
C -0.836 0.846 0.396
C 0.608 0.933 0.035
C -1.497 -0.208 -0.076
C -0.892 -1.464 0.110
C 1.159 0.391 -1.316
C 1.399 -0.419 -0.108
C -3.044 -0.168 0.007
C 2.634 -0.623 0.701
O 0.453 -1.495 0.163
H -1.449 1.618 0.777
H 0.995 1.845 0.400
H 0.267 0.057 -2.036
H 1.920 1.021 -1.815
H -3.461 0.193 -0.954
H -3.162 0.653 0.775
H -3.705 -1.069 0.166
H 3.046 -1.569 0.434
H 2.312 -0.791 1.744
H 3.251 0.250 0.594
*
```

Calculated values
orbital gap = 8.21 eV
electronic energy = -385.8842 a.u.
energy relative to the best compared isomer or geometry (same formula, charge and spin) = 118.9 kcal per mole
HOMO = -7.915 eV
LUMO level = 0.0109 Eh

Here are the Löwdin charges for atoms 1 to 2, given in e:
1. C 0.004
2. C -0.146

---

The following is a quantum chemistry calculation of C8H10O2 in the gas phase at a distorted geometry, from OMol25.

The geometry in ORCA input format:
```
! RIJCOSX wB97M-V def2-TZVPD def2/J DEFGRID3
* xyz 0 1
C 3.069 -0.567 0.036
C 0.761 -0.895 -0.153
C 0.560 0.475 -0.021
C -0.781 0.907 -0.040
C -0.970 2.419 0.024
C -1.911 -0.008 -0.145
C -1.608 -1.425 -0.081
C -0.302 -1.828 -0.240
H 3.048 -0.103 1.046
H 4.013 -1.136 -0.201
H 2.779 0.349 -0.590
H 1.267 1.346 -0.062
H -0.860 2.912 -0.999
H -1.988 2.913 0.345
H -0.296 2.831 0.753
H -2.963 0.377 -0.223
H -3.374 -1.947 0.609
H 0.148 -2.815 -0.217
O 1.975 -1.472 0.042
O -2.564 -2.335 0.117
*
```

Calculated values
orbital gap = 9.02 eV
electronic energy = -461.2556 a.u.
energy relative to the best compared isomer or geometry (same formula, charge and spin) = 52.0 kcal per mole
HOMO = -8.226 eV
structure (SMILES) = COc1cc(C)cc(O)c1
LUMO level = 0.0292 Eh

Here are the Löwdin charges for atoms 1 to 2, given in e:
1. C -0.083
2. C -0.281

---

The following is a quantum chemistry calculation of C8H10O2 in the gas phase at a distorted geometry, from OMol25.

The geometry in ORCA input format:
```
! RIJCOSX wB97M-V def2-TZVPD def2/J DEFGRID3
* xyz 0 1
C 3.562 -0.524 0.101
C 1.217 -0.402 -0.168
C 1.253 1.030 -0.194
C 0.025 1.691 -0.056
C -1.170 0.994 -0.020
C -1.160 -0.429 0.013
C -3.545 -0.508 -0.024
C 0.009 -1.117 -0.078
H 3.388 0.100 1.003
H 4.336 -1.234 0.129
H 3.787 0.156 -0.716
H 2.127 1.634 0.041
H -0.093 2.782 -0.003
H -2.028 1.573 0.100
H -3.915 -0.346 1.198
H -4.374 -1.268 -0.519
H -3.581 0.508 -0.614
H 0.094 -2.223 0.003
O 2.384 -1.226 -0.122
O -2.317 -1.188 -0.072
*
```

Calculated values
orbital gap = 9.47 eV
electronic energy = -461.2368 a.u.
energy relative to the best compared isomer or geometry (same formula, charge and spin) = 63.9 kcal per mole
HOMO = -8.541 eV
structure (SMILES) = COc1cccc(OC)c1
LUMO level = 0.0341 Eh

Here are the Löwdin charges for atoms 1 to 2, given in e:
1. C -0.118
2. C -0.201

---

Among the records above, which one has the lowest electronic energy?
C8H10N3S2

---

electronic energy of number 6 (C8H10NO2)?
-515.5893 a.u.

---

Which of these has the lowest electronic energy?
C8H10N3S2

---

What is the electronic energy in the fourth record?
-735.1290 a.u.